#one
Computed, not measured: the molecule C6H5N, with ωB97M-V with the def2-TZVPD basis set.

```
! RIJCOSX wB97M-V def2-TZVPD def2/J DEFGRID3
* xyz 0 1
C 1.925 -1.501 -0.205
C 1.508 -0.401 0.018
C -0.074 1.519 -0.281
C -1.284 -0.412 0.040
C -1.669 -1.620 0.020
C 1.227 0.996 0.246
N -1.101 0.771 -0.062
H -0.108 2.463 -0.918
H -2.430 -1.828 -0.804
H -1.288 -2.432 0.701
H 1.256 0.805 1.305
H 2.037 1.641 -0.060
*
```

Values from the calculation:
**E_HOMO**: -7.99 eV

#two
Computed, not measured: the molecule C6H5N, with ωB97M-V with the def2-TZVPD basis set.

```
! RIJCOSX wB97M-V def2-TZVPD def2/J DEFGRID3
* xyz 0 1
C -1.752 1.195 0.013
C -2.137 0.026 -0.060
C -0.295 1.160 -0.038
C 0.039 -0.314 -0.022
C 0.509 2.211 -0.075
C -1.419 -1.198 -0.039
N 1.173 -0.804 -0.102
H 1.638 2.065 -0.081
H 0.143 3.166 -0.070
H -1.325 -1.954 0.874
H -1.333 -1.740 -0.880
H 1.481 -1.750 -0.136
*
```

Values from the calculation:
**E_HOMO**: -9.06 eV
**Structure (SMILES)**: [H]/N=C1\CC#CC1=C

Order from most stable to least stable according to the calculation: #two, #one

#one
Computed, not measured: the molecule C6H5N, with ωB97M-V with the def2-TZVPD basis set.

```
! RIJCOSX wB97M-V def2-TZVPD def2/J DEFGRID3
* xyz 0 1
C 0.981 -0.459 -1.674
C -1.277 -0.411 0.803
C -1.305 0.008 -0.456
C 0.762 0.882 0.509
C 0.227 -0.442 0.950
C 0.207 0.070 -0.644
N 1.624 -0.870 -2.534
H -2.027 -0.598 1.549
H -2.081 0.293 -1.139
H 0.220 1.778 0.787
H 1.839 0.999 0.530
H 0.828 -1.250 1.317
*
```

Values from the calculation:
**E_HOMO**: -8.82 eV
**Structure (SMILES)**: N#C[C@@]12C=C[C@@H]1C2

#two
Computed, not measured: the molecule C6H5N, with ωB97M-V with the def2-TZVPD basis set.

```
! RIJCOSX wB97M-V def2-TZVPD def2/J DEFGRID3
* xyz 0 1
C 0.732 -1.074 -2.270
C 0.300 -0.182 -1.578
C -0.235 0.934 -0.786
N -1.511 0.792 -0.099
C -0.312 0.885 0.748
C 0.208 -0.244 1.451
C 0.697 -0.879 2.347
H 1.133 -1.877 -2.861
H -0.108 1.892 -1.288
H -1.865 -0.165 -0.194
H -0.117 1.603 1.619
H 1.078 -1.685 2.911
*
```

Values from the calculation:
**E_HOMO**: -9.33 eV
**Structure (SMILES)**: C#C[C@@H]1N[C@@H]1C#C

Order from most stable to least stable according to the calculation: #one, #two

#one
Computed, not measured: a structure of composition H23O12, with ωB97M-V with the def2-TZVPD basis set.

```
! RIJCOSX wB97M-V def2-TZVPD def2/J DEFGRID3
* xyz -1 1
O 0.971 -0.606 1.627
H -2.202 -0.760 -1.500
H -0.293 0.581 -1.035
O -2.130 3.941 -0.439
H -2.168 3.327 -1.185
H -1.226 3.774 -0.136
O -1.975 1.788 3.363
H -1.299 1.972 2.694
O -0.424 1.056 -0.200
H 1.038 0.661 1.776
H 0.203 0.524 0.329
O -2.063 -1.431 -0.813
H -0.899 -1.328 2.344
H 3.097 -1.261 -2.162
O -1.510 -2.054 2.546
H -2.159 -1.998 1.837
H -1.729 0.913 3.682
O 1.021 1.701 2.341
H 1.612 2.201 1.767
H -2.178 -2.760 -2.599
O -3.205 1.279 -1.157
H -3.147 2.041 -0.567
H -2.662 0.652 -0.669
O 4.643 -0.199 -0.647
H 4.040 0.428 -0.258
H 4.815 -0.864 0.020
O -1.882 -3.639 -2.833
H 1.618 -0.629 2.341
H 1.774 -0.942 0.162
O 1.925 -0.744 -0.795
H -1.317 -3.849 -2.088
H 2.253 0.151 -0.668
O 3.369 -1.783 -2.929
H -1.270 -0.972 -0.480
H 3.356 -1.173 -3.667
*
```

Values from the calculation:
**E_HOMO**: -6.60 eV

#two
Computed, not measured: a cluster of 12 separate species, H23O12 in total, with ωB97M-V with the def2-TZVPD basis set.

```
! RIJCOSX wB97M-V def2-TZVPD def2/J DEFGRID3
* xyz -1 1
O -2.633 4.012 -0.935
H -1.599 -0.670 3.252
H 0.666 1.706 0.086
O -2.284 -3.053 0.173
H -2.998 -3.101 0.846
H -1.873 -2.160 0.154
O 3.675 2.885 1.146
H 2.846 2.815 1.450
O -0.664 1.884 0.397
H 2.181 -0.644 -3.918
H -0.780 1.458 -0.319
O -1.513 -0.113 4.103
H -3.853 0.990 0.399
H 2.271 -0.352 -2.327
O -0.363 -0.580 1.343
H -0.659 0.404 1.305
H 3.571 2.180 0.369
O 1.594 -1.021 -4.699
H 0.800 -0.306 -4.560
H 0.207 -0.604 0.566
O 3.377 -2.627 -0.917
H 2.779 -3.270 -0.698
H 4.123 -2.813 -0.453
O -4.495 0.610 0.983
H -4.593 0.734 1.863
H -2.180 3.021 -0.793
O 1.609 1.159 0.451
H -2.814 4.336 -0.088
H -0.381 -3.534 0.109
O 0.386 -3.171 -0.057
H 1.376 0.996 1.346
H -1.162 0.646 3.773
O 1.564 0.203 -2.177
H 0.242 -2.580 -0.940
H 1.577 0.563 -1.232
*
```

Values from the calculation:
**E_HOMO**: -6.29 eV

Order from most stable to least stable according to the calculation: #one, #two

#one
Computed, not measured: the ion C4H12N4S with charge +2, with ωB97M-V with the def2-TZVPD basis set.

```
! RIJCOSX wB97M-V def2-TZVPD def2/J DEFGRID3
* xyz 2 1
C -1.070 1.194 -1.058
C -0.263 -0.478 2.424
C -0.581 -1.484 0.046
C -0.221 -0.346 0.960
N -0.282 1.424 -2.047
N -0.459 0.898 0.399
N 0.989 0.780 -2.237
N 0.861 0.512 0.513
S -2.766 1.536 -0.937
H 0.262 0.318 2.867
H -1.263 -0.536 2.779
H 0.153 -1.389 2.882
H 0.093 -2.327 -0.126
H -0.793 -1.125 -0.912
H -1.445 -1.964 0.518
H -2.877 0.877 0.234
H -0.710 1.932 -2.750
H 0.830 -0.035 -2.820
H 1.667 1.513 -2.707
H 1.465 1.075 1.123
H 1.195 0.381 -0.537
*
```

Values from the calculation:
**E_HOMO**: -18.99 eV

#two
Computed, not measured: a cluster of 2 separate species, C4H12N4S in total, with ωB97M-V with the def2-TZVPD basis set.

```
! RIJCOSX wB97M-V def2-TZVPD def2/J DEFGRID3
* xyz 2 1
C -0.719 -2.075 0.202
C -0.824 -0.657 0.132
C 2.930 -0.283 0.945
C -3.734 1.600 -0.167
N -1.988 -0.032 0.007
N 2.445 -0.529 -0.308
N 3.061 -1.129 -1.201
N -2.327 1.248 -0.230
S -1.775 -3.307 0.117
H 0.440 -2.232 0.260
H 0.139 -0.086 0.311
H 1.982 -0.553 1.508
H 3.846 -0.677 1.314
H 2.887 0.726 1.272
H -4.036 1.830 0.789
H -3.931 2.566 -0.637
H -4.321 0.812 -0.745
H -2.835 -0.686 -0.212
H 2.642 -1.067 -2.066
H 3.969 -1.646 -1.045
H -1.597 2.041 -0.271
*
```

Values from the calculation:
**E_HOMO (spin up / spin down)**: -16.11 / -16.11 eV

Order from most stable to least stable according to the calculation: #one, #two

#one
Computed, not measured: the molecule C4H8N2S, with ωB97M-V with the def2-TZVPD basis set.

```
! RIJCOSX wB97M-V def2-TZVPD def2/J DEFGRID3
* xyz 0 1
C 1.740 -0.538 0.700
C 1.020 -0.048 -0.548
C -0.429 -0.574 -0.666
C -1.389 0.342 0.011
H 1.155 -0.267 1.568
H 2.778 -0.151 0.824
H 1.803 -1.605 0.742
H 1.593 -0.126 -1.447
H -0.614 -1.578 -0.275
H -0.725 -0.588 -1.727
H -2.977 -0.512 -0.384
H -1.314 2.178 0.788
N -2.653 0.270 0.188
N -0.704 1.406 0.557
S 0.716 1.790 -0.330
*
```

Values from the calculation:
**E_HOMO**: -8.10 eV
**Structure (SMILES)**: [H]/N=C1\C[C@H](C)SN1

#two
Computed, not measured: the molecule C4H8N2S, with ωB97M-V with the def2-TZVPD basis set.

```
! RIJCOSX wB97M-V def2-TZVPD def2/J DEFGRID3
* xyz 0 1
C -0.325 -0.488 -1.376
C 0.292 -1.348 -0.315
C 1.023 -0.966 0.744
C 1.018 0.385 1.119
H -0.853 1.536 -0.758
H 0.805 1.271 -1.178
H -1.468 -0.865 -1.226
H 0.059 -0.863 -2.301
H -0.097 -2.401 -0.198
H 1.631 -1.720 1.338
H 1.962 0.904 1.589
H -2.225 1.803 1.472
N -0.196 0.953 -1.419
N -0.034 1.252 1.211
S -1.592 0.547 1.298
*
```

Values from the calculation:
**E_HOMO**: -8.30 eV
**Structure (SMILES)**: NC/C=C\C=N/S

#three
Computed, not measured: the molecule C4H8N2S, with ωB97M-V with the def2-TZVPD basis set.

```
! RIJCOSX wB97M-V def2-TZVPD def2/J DEFGRID3
* xyz 0 1
C 0.526 -0.308 0.143
C -1.622 0.549 -0.231
C 1.744 -0.052 1.045
C 0.675 -1.338 -0.868
N -0.303 0.607 0.262
N -2.183 1.778 -0.264
S -2.427 -0.869 -0.267
H 1.997 1.040 1.169
H 1.619 -0.330 2.122
H 2.560 -0.644 0.511
H -0.243 -1.498 -1.554
H 1.692 -1.141 -1.203
H 0.830 -2.326 -0.465
H -1.764 2.543 0.179
H -3.100 1.988 -0.580
*
```

Values from the calculation:
**E_HOMO**: -8.17 eV
**Structure (SMILES)**: CC(C)=NC(N)=S

Order from most stable to least stable according to the calculation: #one, #three, #two

#one
Computed, not measured: the molecule C4H8N2S, with ωB97M-V with the def2-TZVPD basis set.

```
! RIJCOSX wB97M-V def2-TZVPD def2/J DEFGRID3
* xyz 0 1
C 0.236 1.453 -0.881
C -0.065 0.630 0.363
C 1.096 0.431 1.332
C -1.227 -1.524 -0.317
N 0.541 0.963 -1.980
N 0.000 -0.883 -0.413
S 0.619 -0.660 -2.054
H 0.429 2.501 -0.860
H -1.142 0.997 0.727
H 2.084 0.078 0.828
H 1.031 -0.356 2.118
H 1.235 1.386 1.821
H -1.441 -2.442 -0.912
H -1.333 -1.848 0.785
H -2.062 -0.726 -0.554
*
```

Values from the calculation:
**E_HOMO**: -7.96 eV
**Structure (SMILES)**: C[C@H]1C=NSN1C

#two
Computed, not measured: the molecule C4H8N2S, with ωB97M-V with the def2-TZVPD basis set.

```
! RIJCOSX wB97M-V def2-TZVPD def2/J DEFGRID3
* xyz 0 1
C -0.647 -1.540 -0.568
C -0.005 -0.227 -0.073
C 0.341 0.838 -1.081
C 1.006 2.016 -0.529
H -0.085 -2.394 -0.218
H -0.614 -1.590 -1.648
H -1.711 -1.620 -0.232
H -0.169 -0.545 3.001
H -0.852 -1.516 1.908
H 0.601 0.412 -2.030
H 1.797 2.569 -1.081
H 1.012 2.085 0.521
N 0.167 0.071 1.145
N -0.083 -0.880 2.060
S -0.757 2.320 -1.175
*
```

Values from the calculation:
**E_HOMO**: -8.42 eV
**Structure (SMILES)**: C/C(=N\N)[C@@H]1CS1

#three
Computed, not measured: the molecule C4H8N2S, with ωB97M-V with the def2-TZVPD basis set.

```
! RIJCOSX wB97M-V def2-TZVPD def2/J DEFGRID3
* xyz 0 1
C -0.212 -1.201 1.257
C -0.305 0.268 0.890
C 1.191 0.602 -1.068
C -1.170 0.500 -1.412
H -0.347 -1.365 2.331
H 0.732 -1.697 0.956
H -1.032 -1.745 0.743
H 0.467 0.816 1.355
H -1.291 0.709 1.133
H 1.205 0.765 -2.179
H 2.193 0.362 0.528
H -0.863 0.665 -2.449
N -0.114 0.474 -0.556
N 2.293 0.513 -0.476
S -2.748 0.333 -1.054
*
```

Values from the calculation:
**E_HOMO**: -8.83 eV
**Structure (SMILES)**: [H]/N=C\N(C=S)CC

#four
Computed, not measured: the molecule C4H8N2S, with ωB97M-V with the def2-TZVPD basis set.

```
! RIJCOSX wB97M-V def2-TZVPD def2/J DEFGRID3
* xyz 0 1
C 0.172 0.061 -1.767
C 0.177 1.023 -0.592
C -1.081 1.285 -0.017
C 0.906 -1.237 2.068
H -0.581 -0.851 -1.659
H -0.393 0.765 -2.597
H 1.117 -0.483 -2.003
H 1.057 1.709 -0.718
H -1.690 0.546 -0.755
H -1.748 2.102 0.467
H -0.599 -1.393 0.808
H 1.176 -0.472 2.922
N 0.077 0.631 0.773
N 0.032 -0.747 1.070
S 1.377 -2.938 2.000
*
```

Values from the calculation:
**E_HOMO**: -8.38 eV
**Structure (SMILES)**: C[C@H]1CN1NC=S

Order from most stable to least stable according to the calculation: #three, #two, #one, #four

#one
Computed, not measured: the molecule C4H8N2S, with ωB97M-V with the def2-TZVPD basis set.

```
! RIJCOSX wB97M-V def2-TZVPD def2/J DEFGRID3
* xyz 0 1
C 2.134 -0.492 0.851
C -0.150 0.632 -0.136
C -0.317 1.872 0.273
C -1.347 -0.284 0.065
H 2.174 0.293 1.629
H 3.129 -0.917 0.636
H 1.470 -1.265 1.274
H 0.497 2.655 0.199
H -1.346 2.026 0.528
H -1.828 -2.208 -0.180
H -0.125 -1.878 -0.351
H -3.256 -0.380 0.179
N -1.063 -1.659 0.034
N -2.489 0.305 0.065
S 1.389 0.049 -0.683
*
```

Values from the calculation:
**E_HOMO**: -8.92 eV
**Structure (SMILES)**: [H]/N=C(\N)C(=C)SC

#two
Computed, not measured: the molecule C4H8N2S, with ωB97M-V with the def2-TZVPD basis set.

```
! RIJCOSX wB97M-V def2-TZVPD def2/J DEFGRID3
* xyz 0 1
C -0.860 1.903 0.221
C 0.111 0.783 -0.023
C 2.250 -0.100 -0.400
C 2.621 -1.053 0.461
H -1.318 1.794 1.212
H -0.256 2.806 0.187
H -1.592 1.966 -0.584
H 0.129 -1.283 -0.375
H -2.633 -0.746 -1.182
H 2.677 -0.058 -1.387
H 2.196 -1.047 1.485
H 3.321 -1.796 0.073
N -0.460 -0.491 -0.198
N 1.362 0.947 -0.109
S -2.098 -0.877 0.073
*
```

Values from the calculation:
**E_HOMO**: -8.69 eV
**Structure (SMILES)**: C=C/N=C(/C)NS

Order from most stable to least stable according to the calculation: #one, #two

#one
Computed, not measured: the molecule C4H8N2S, with ωB97M-V with the def2-TZVPD basis set.

```
! RIJCOSX wB97M-V def2-TZVPD def2/J DEFGRID3
* xyz 0 1
C -1.193 0.694 0.642
C 0.284 0.885 0.216
C 2.397 -0.471 -0.230
C 1.314 -1.463 0.007
H -1.923 -1.621 0.482
H -1.280 0.541 1.702
H -1.709 1.602 0.352
H 1.505 2.151 -0.673
H 2.485 -0.144 -1.277
H 3.385 -0.574 0.229
H 1.328 -2.188 0.823
H 0.625 -1.704 -0.842
N 0.505 1.954 -0.439
N 1.254 -0.082 0.527
S -2.097 -0.564 -0.327
*
```

Values from the calculation:
**E_HOMO**: -9.12 eV
**Structure (SMILES)**: [H]/N=C(/CS)N1CC1

#two
Computed, not measured: a cluster of 2 separate species, C4H8N2S in total, with ωB97M-V with the def2-TZVPD basis set.

```
! RIJCOSX wB97M-V def2-TZVPD def2/J DEFGRID3
* xyz 0 1
C -3.481 -0.610 -0.401
C -0.738 1.161 0.099
C 0.574 0.483 -0.169
C 1.309 -0.186 1.038
N -0.738 -0.040 -0.652
N -3.601 -1.709 -0.918
S -3.901 0.718 0.380
H -1.154 1.237 1.071
H -0.942 2.039 -0.425
H 1.177 1.042 -0.822
H 1.470 0.578 1.971
H 2.303 -0.657 0.810
H 0.607 -1.061 1.244
H -0.932 0.002 -1.670
H -2.989 -2.323 -1.383
*
```

Values from the calculation:
**E_HOMO**: -9.32 eV
**Structure (SMILES)**: C[C@@H]1CN1.N=C=S

Order from most stable to least stable according to the calculation: #one, #two